Molecular formula: C51H44LaN7O7S2
Method: DFT, ωB97M-V/def2-TZVPD

Electronic energy   -3708.08611 hartree
Charge   -2
ΔE to the lowest compared entry with this formula, charge and spin   9.5 kcal per mole

Last column: Löwdin charge in e.
CARTESIAN COORDINATES (ANGSTROEM)
La 0.066 -0.240 -0.081  1.966
O 0.051 2.009 -0.871  -0.409
C -0.403 3.240 -0.475  -0.479
C -1.135 3.105 0.904  -0.052
C -0.210 2.733 2.032  -0.236
C 0.189 3.701 2.947  -0.028
C 1.050 3.354 3.971  -0.060
C 1.526 2.059 4.031  -0.027
C 1.121 1.141 3.069  -0.243
C 1.773 -0.207 2.978  -0.051
C 2.878 -0.140 1.836  -0.504
O 2.307 0.265 0.662  -0.341
C 3.921 0.854 2.375  -0.171
C 4.030 2.109 1.801  -0.011
C 4.888 3.067 2.330  -0.080
C 5.663 2.772 3.442  -0.117
C 5.573 1.507 4.017  -0.102
C 4.709 0.561 3.487  -0.052
C 3.542 -1.513 1.612  -0.136
C 4.840 -1.585 1.106  -0.035
C 5.391 -2.796 0.713  -0.098
C 4.655 -3.968 0.822  -0.119
C 3.366 -3.910 1.329  -0.079
C 2.814 -2.695 1.718  -0.022
N 0.226 1.465 2.117  0.121
C -1.379 3.784 -1.543  -0.119
C -0.948 4.652 -2.544  -0.031
C -1.803 5.063 -3.559  -0.099
C -3.112 4.608 -3.594  -0.115
C -3.546 3.724 -2.616  -0.081
C -2.688 3.311 -1.607  -0.019
C 0.746 4.244 -0.298  -0.160
C 2.051 3.838 -0.524  -0.020
C 3.110 4.732 -0.390  -0.091
C 2.874 6.045 -0.015  -0.109
C 1.566 6.460 0.222  -0.095
C 0.517 5.569 0.075  -0.057
H -1.641 4.043 1.150  0.121
H -1.890 2.331 0.789  0.075
H -0.174 4.715 2.841  0.104
H 1.371 4.093 4.696  0.100
H 2.241 1.757 4.785  0.111
H 2.250 -0.481 3.921  0.121
H 1.040 -0.963 2.711  0.074
H 3.401 2.316 0.949  0.083
H 4.937 4.051 1.877  0.086
H 6.333 3.515 3.859  0.085
H 6.178 1.260 4.882  0.089
H 4.650 -0.424 3.938  0.119
H 5.415 -0.676 0.983  0.114
H 6.388 -2.820 0.289  0.092
H 5.072 -4.909 0.484  0.091
H 2.765 -4.808 1.399  0.103
H 1.788 -2.684 2.058  0.087
H 0.076 5.006 -2.544  0.112
H -1.437 5.733 -4.329  0.090
H -3.782 4.925 -4.385  0.087
H -4.553 3.327 -2.649  0.099
H -3.035 2.579 -0.892  0.087
H 2.219 2.800 -0.782  0.098
H 4.124 4.391 -0.569  0.100
H 3.697 6.740 0.101  0.089
H 1.367 7.485 0.514  0.091
H -0.501 5.910 0.231  0.119
C -4.243 -8.157 0.007  -0.064
C -3.834 -6.723 -0.209  -0.278
C -2.497 -6.367 -0.282  -0.021
C -2.117 -5.045 -0.481  -0.027
C -3.097 -4.080 -0.611  -0.273
C -4.447 -4.411 -0.551  -0.053
C -4.807 -5.729 -0.346  -0.051
S -2.659 -2.389 -0.857  0.586
O -1.215 -2.356 -1.089  -0.452
O -3.494 -1.853 -1.894  -0.309
N -3.046 -1.674 0.542  -0.240
C -2.650 -2.374 1.774  -0.149
C -1.196 -2.854 1.903  -0.659
O -0.997 -3.982 2.346  0.017
O -0.304 -2.010 1.548  -0.257
H -3.377 -8.783 0.216  0.069
H -4.745 -8.559 -0.876  0.075
H -4.936 -8.243 0.846  0.073
H -1.732 -7.127 -0.177  0.114
H -1.075 -4.765 -0.532  0.116
H -5.188 -3.631 -0.666  0.116
H -5.856 -5.998 -0.296  0.106
H -3.304 -3.233 1.927  0.107
H -2.832 -1.664 2.586  0.122
O -3.403 0.662 0.170  -0.016
C -2.503 -0.047 0.476  -0.319
S -1.162 0.067 -3.224  0.645
C 0.449 0.204 -3.721  -0.865
N 1.264 1.149 -3.223  0.016
C 2.713 1.049 -3.322  -0.184
C 3.073 0.522 -4.700  -0.168
C 2.375 -0.812 -4.898  -0.184
N 0.949 -0.640 -4.657  0.009
H 0.865 1.620 -2.391  0.065
H 3.100 0.380 -2.544  0.112
H 3.135 2.041 -3.152  0.113
H 4.152 0.405 -4.805  0.112
H 2.722 1.230 -5.455  0.115
H 2.797 -1.554 -4.214  0.095
H 2.511 -1.184 -5.915  0.114
H 0.340 -1.424 -4.833  0.114
N 1.586 -1.580 -1.568  0.073
C 2.006 -2.589 -1.953  -0.176
C 2.510 -3.784 -2.470  -0.283
C 1.630 -4.830 -2.838  -0.258
N 0.926 -5.690 -3.155  0.103
C 3.903 -3.953 -2.653  -0.274
N 5.035 -4.103 -2.836  0.105

Forces on the atoms, in the same order (eV/Å):
La 0.94 0.55 -0.01
O 0.10 0.09 0.25
C -0.02 0.13 0.06
C 0.09 0.00 -0.04
C -0.06 -0.09 -0.02
C -0.01 0.03 0.03
C 0.01 0.01 0.00
C -0.01 0.02 0.04
C -0.02 -0.09 -0.05
C 0.20 0.17 -0.24
C -0.01 -0.08 0.24
O -0.05 -0.02 0.10
C 0.04 -0.01 -0.11
C 0.02 0.04 0.02
C 0.01 -0.03 0.01
C -0.02 -0.03 0.00
C 0.00 0.03 -0.02
C 0.01 -0.01 0.01
C -0.12 -0.06 -0.01
C -0.02 0.01 -0.07
C 0.00 0.02 0.00
C -0.03 0.02 0.01
C 0.03 0.00 -0.01
C 0.02 0.00 0.06
N 0.13 0.19 0.02
C 0.00 -0.05 -0.02
C 0.01 0.00 -0.03
C -0.01 -0.02 0.01
C 0.02 0.01 0.01
C 0.00 -0.01 0.00
C 0.02 0.00 -0.01
C 0.03 -0.04 -0.03
C 0.03 0.01 0.02
C -0.02 0.00 0.01
C -0.03 0.00 0.02
C 0.03 -0.01 -0.01
C 0.00 -0.01 -0.01
H 0.00 -0.01 0.01
H -0.05 0.02 0.02
H 0.00 0.00 -0.01
H 0.00 0.00 0.00
H 0.01 0.00 -0.01
H -0.11 0.02 0.07
H -0.01 -0.02 0.06
H -0.01 0.01 -0.01
H 0.00 0.00 0.00
H 0.00 0.00 0.00
H 0.01 0.00 0.00
H 0.00 -0.01 0.00
H 0.00 0.01 0.02
H 0.00 -0.01 0.00
H 0.01 0.00 -0.01
H -0.01 0.00 0.01
H 0.01 -0.03 -0.01
H -0.02 0.01 0.00
H 0.00 0.00 0.00
H 0.00 -0.01 -0.01
H 0.00 0.00 0.00
H -0.02 0.01 0.02
H 0.00 0.01 -0.01
H 0.01 -0.01 0.00
H 0.00 0.00 -0.01
H 0.00 0.00 0.00
H 0.00 -0.01 0.01
C -0.01 0.02 -0.01
C -0.03 0.00 0.00
C 0.02 0.01 -0.01
C -0.02 -0.03 0.01
C 0.07 -0.11 -0.07
C 0.08 -0.03 0.00
C -0.01 -0.01 -0.01
S -0.28 0.08 0.35
O -0.33 -0.15 -0.03
O 0.01 0.03 -0.02
N -0.05 -0.69 -0.28
C -0.07 0.08 -0.19
C 0.03 -0.02 -0.06
O 0.09 0.02 0.12
O -0.12 0.04 0.16
H 0.00 0.00 0.00
H 0.00 0.00 0.00
H 0.00 -0.01 0.00
H 0.01 0.00 0.00
H 0.02 0.01 0.00
H -0.02 0.00 0.00
H 0.00 0.00 0.01
H -0.01 0.00 0.06
H 0.02 0.01 0.02
O 0.11 -0.28 0.37
C -1.09 0.79 -0.17
S 0.15 -0.08 -0.22
C -0.07 0.07 0.02
N -0.06 -0.12 0.37
C 0.00 -0.01 0.01
C -0.06 0.03 -0.02
C 0.00 0.03 0.01
N -0.03 -0.07 0.03
H -0.02 0.21 -0.22
H 0.01 0.05 -0.01
H -0.01 0.02 -0.02
H 0.00 -0.03 0.03
H 0.06 0.01 -0.02
H 0.01 -0.02 -0.03
H -0.01 0.02 -0.01
H 0.01 0.03 -0.01
N 0.45 -0.71 -0.56
C 0.07 -0.02 -0.03
C 0.05 -0.07 0.00
C 0.03 0.12 0.01
N 0.00 -0.04 0.02
C -0.13 0.03 0.02
N 0.03 0.01 0.00